Molecular formula: C56H57BrCl2N2O5P
Method: DFT, the ωB97M-V functional and the def2-TZVPD basis

XYZ file:
```
124
C56H57BrCl2N2O5P | the OMol25 dataset | the ωB97M-V functional and the def2-TZVPD basis
C 8.384 3.661 1.028
C 7.140 3.751 1.946
C 6.136 2.562 1.869
C 6.548 1.371 0.986
C 6.180 1.459 -0.520
C 4.692 1.580 -0.805
C 3.934 0.415 -0.982
P 4.646 -1.293 -0.883
N 4.944 -1.922 -2.288
C 2.578 0.517 -1.291
C 1.786 -0.738 -1.478
Cl 1.159 -1.439 0.012
C 1.553 -1.286 -2.667
C 0.789 -2.545 -2.905
Cl 2.185 -0.496 -4.093
C 1.975 1.758 -1.425
C 0.518 1.845 -1.801
C -0.471 1.381 -0.697
C -1.848 2.023 -0.998
C -2.973 1.381 -0.183
C -4.355 2.003 -0.502
C -4.327 3.524 -0.639
O -3.601 4.066 0.456
C -3.767 5.461 0.574
N 2.733 2.849 -1.209
Br 1.930 4.532 -1.327
C 4.049 2.788 -0.909
C 4.832 4.062 -0.705
C 5.012 4.837 -2.024
C 5.062 4.201 -3.230
C 5.190 4.930 -4.401
C 5.254 6.301 -4.303
C 5.350 7.106 -5.599
C 5.224 6.939 -3.085
C 5.099 6.215 -1.924
H 9.207 3.153 1.539
H 8.194 3.259 0.031
H 8.744 4.687 0.874
H 6.601 4.668 1.671
H 7.509 3.919 2.961
H 6.034 2.166 2.887
H 5.134 2.913 1.598
H 7.608 1.109 1.054
H 5.999 0.500 1.374
H 6.503 0.515 -0.974
H 6.694 2.249 -1.075
H 3.700 -2.064 -0.170
H 5.768 -1.191 -0.033
H 4.710 -1.266 -3.029
H 0.130 -2.447 -3.775
H 0.172 -2.815 -2.050
H 1.476 -3.370 -3.133
H 0.383 1.170 -2.654
H 0.208 2.830 -2.154
H -0.134 1.592 0.324
H -0.631 0.304 -0.776
H -2.045 1.820 -2.062
H -1.740 3.100 -0.838
H -3.042 0.335 -0.515
H -2.787 1.374 0.895
H -4.780 1.589 -1.424
H -5.050 1.755 0.309
H -3.847 3.795 -1.598
H -5.328 3.981 -0.651
H -3.152 6.036 -0.136
H -3.433 5.738 1.580
H -4.822 5.761 0.493
H 4.336 4.699 0.036
H 5.832 3.859 -0.328
H 5.003 3.115 -3.318
H 5.226 4.446 -5.371
H 4.649 7.943 -5.500
H 4.965 6.493 -6.418
H 6.364 7.455 -5.803
H 5.268 8.022 -3.006
H 5.063 6.676 -0.941
C -6.625 -3.675 5.475
C -5.908 -4.844 5.241
C -4.576 -4.779 4.867
C -3.959 -3.544 4.713
C -4.687 -2.369 4.925
C -6.017 -2.441 5.316
C -4.059 -1.037 4.717
O -4.684 -0.014 4.901
C -2.639 -0.985 4.264
C -2.050 0.248 4.005
C -0.729 0.310 3.591
C 0.010 -0.861 3.446
C -0.573 -2.089 3.699
C -1.901 -2.157 4.098
C -2.526 -3.490 4.328
O -1.874 -4.506 4.192
H -7.664 -3.729 5.775
H -6.389 -5.806 5.354
H -4.017 -5.688 4.690
H -6.578 -1.532 5.492
H -2.626 1.157 4.121
H -0.274 1.270 3.380
H 1.045 -0.812 3.127
H 0.002 -3.000 3.580
C -7.844 -7.417 -2.330
C -8.331 -7.001 -1.095
C -7.509 -6.310 -0.221
C -6.192 -6.041 -0.572
C -5.696 -6.479 -1.803
C -6.530 -7.158 -2.683
C -4.276 -6.244 -2.179
O -3.843 -6.619 -3.249
C -3.392 -5.542 -1.207
C -2.049 -5.362 -1.513
C -1.220 -4.699 -0.623
C -1.730 -4.205 0.574
C -3.067 -4.388 0.885
C -3.899 -5.064 0.002
C -5.326 -5.282 0.369
O -5.768 -4.853 1.416
H -8.491 -7.950 -3.016
H -9.355 -7.216 -0.817
H -7.890 -5.982 0.737
H -6.150 -7.486 -3.642
H -1.652 -5.743 -2.445
H -0.172 -4.565 -0.860
H -1.083 -3.681 1.267
H -3.464 -4.011 1.818
```

As for the total charge: +1. The HOMO-LUMO gap comes out at 7.1 eV. For the HOMO energy, the calculation gives -11.1 eV. As for the max |F|: 0.042 hartree/bohr.

Results of the Mulliken charge analysis, in e, for atoms 1 through 5: -1.1756, -0.5457, -0.4277, -0.6753, -1.6608